# 1
The following is a quantum chemistry calculation of C34H38BF5O3PRuS2 as an isolated structure in a non-equilibrium geometry, from OMol25.

Last column: Löwdin charge in e.
Atoms and positions in Å:
Ru -0.826 0.136 0.836  1.049
C -2.071 -2.225 2.980  -0.232
P -1.367 -2.000 1.299  0.790
C -0.023 -3.323 1.191  -0.180
C -2.609 -2.843 0.195  -0.435
C -3.941 -2.930 0.599  -0.103
C -4.840 -3.827 -0.018  -0.072
C -4.428 -4.630 -1.101  -0.067
C -3.068 -4.542 -1.502  -0.065
C -2.207 -3.595 -0.917  -0.144
H -3.043 -1.669 2.955  0.056
H -1.448 -1.703 3.733  0.040
H -2.185 -3.268 3.258  0.053
H -0.494 -4.256 1.459  0.052
H 0.777 -3.014 1.868  0.050
H 0.395 -3.416 0.189  0.036
H -4.292 -2.357 1.461  0.094
H -5.840 -3.864 0.419  0.104
H -5.087 -5.366 -1.551  0.099
H -2.662 -5.142 -2.351  0.116
H -1.224 -3.438 -1.362  0.091
C -7.825 -0.003 1.362  -0.068
C -6.593 0.807 1.029  -0.284
C -6.204 1.964 1.702  -0.067
C -4.952 2.504 1.550  -0.092
C -4.192 2.043 0.463  -0.419
C -4.610 1.007 -0.342  -0.177
C -5.765 0.338 -0.007  -0.061
S -2.590 2.710 -0.112  0.917
C -2.495 4.251 0.837  -0.278
O -1.309 2.138 0.716  -0.700
H -7.552 -0.891 1.940  0.069
H -8.363 -0.453 0.506  0.080
H -8.494 0.564 2.012  0.070
H -6.944 2.469 2.285  0.104
H -4.548 3.270 2.258  0.117
H -4.004 0.820 -1.198  0.041
H -6.038 -0.585 -0.532  0.113
H -2.246 4.044 1.893  0.059
H -3.412 4.822 0.659  0.054
H -1.599 4.691 0.348  0.053
F -1.275 1.056 3.352  -0.012
C -0.118 0.482 2.740  -0.443
F 0.429 -0.471 3.586  0.019
C 0.896 1.660 2.761  -0.552
F 2.071 1.563 2.018  0.118
F 0.356 2.786 2.319  0.134
F 1.237 1.865 4.048  0.148
C 8.157 0.894 -0.153  -0.077
C 6.913 1.730 -0.462  -0.509
C 7.155 2.457 -1.837  -0.054
C 6.699 2.805 0.617  -0.041
C 5.603 0.857 -0.576  -0.160
C 5.655 -0.473 -0.083  -0.027
C 4.498 -1.139 0.371  0.021
C 3.312 -0.553 0.022  -0.253
O 2.097 -1.153 0.240  0.021
B 1.089 -0.008 0.080  -0.409
O 1.915 1.048 -0.688  0.047
C 3.245 0.711 -0.597  -0.218
C 4.382 1.374 -0.982  0.042
H 8.971 1.520 0.002  0.055
H 8.468 0.314 -1.011  0.089
H 8.091 0.234 0.692  0.075
H 8.221 2.675 -2.059  0.083
H 6.596 3.392 -1.903  0.068
H 6.794 1.833 -2.687  0.089
H 7.684 3.265 0.765  0.087
H 6.418 2.349 1.553  0.085
H 5.994 3.551 0.306  0.073
H 6.637 -0.955 -0.158  0.101
H 4.623 -2.016 0.980  0.114
H 4.208 2.300 -1.508  0.132
S -1.672 -0.494 -1.197  0.771
C -0.388 -0.236 -2.365  -0.573
C 0.725 -1.097 -2.445  -0.128
C 1.534 -1.028 -3.591  -0.071
C 1.066 -0.536 -4.831  -0.057
C -0.184 0.139 -4.784  -0.078
C -0.793 0.421 -3.572  -0.098
H 0.916 -1.810 -1.617  0.103
H 2.563 -1.459 -3.489  0.123
H 1.706 -0.634 -5.737  0.113
H -0.706 0.390 -5.671  0.090
H -1.574 1.153 -3.454  0.099

Forces on atoms 1 to 3 (eV/Å):
Ru -0.589 2.813 -1.139
C -0.269 0.994 0.049
P -1.247 -3.216 0.380

HOMO energy (alpha / beta)	-4.35 / -7.76	eV
spin multiplicity	6
HOMO-LUMO gap (alpha / beta)	4.7 / 4.9	eV
relative energy (zero: lowest compared OMol25 entry of this formula, charge and spin)	2.2	kcal per mole
LUMO (alpha / beta)	0.39 / -2.83	eV

***

# 2
The following is a quantum chemistry calculation of C34H38BrN9OS2Sn as an isolated structure in a non-equilibrium geometry, from OMol25.

Last column: Löwdin charge in e.
Atoms and positions in Å:
Sn 0.772 -0.257 0.232  1.385
N -1.240 -1.269 0.671  -0.049
C -1.539 -2.734 0.665  -0.188
C -1.312 -3.397 -0.695  -0.170
C 0.140 -3.590 -1.112  -0.239
N 0.778 -2.320 -1.509  -0.071
H -1.557 -0.860 1.549  0.100
H -1.823 -0.833 -0.046  0.036
H -2.583 -2.865 0.949  0.132
H -0.921 -3.219 1.416  0.096
H -1.838 -2.820 -1.463  0.098
H -1.773 -4.384 -0.649  0.128
H 0.180 -4.304 -1.936  0.124
H 0.704 -4.014 -0.282  0.103
H 0.239 -1.882 -2.263  -0.035
H 1.701 -2.510 -1.890  0.089
C -2.757 3.047 -3.745  -0.068
C -3.084 4.249 -2.870  -0.537
C -2.496 5.510 -3.520  -0.030
C -4.614 4.383 -2.788  -0.055
C -2.519 4.096 -1.463  -0.142
C -2.810 5.103 -0.518  -0.016
C -2.427 5.013 0.796  -0.091
C -1.704 3.888 1.182  -0.460
S -1.149 3.468 2.760  1.206
C -0.453 2.035 2.110  -0.542
N -0.602 1.857 0.828  0.007
C -1.339 2.900 0.262  -0.322
C -1.758 3.006 -1.071  0.012
C 0.350 1.157 2.976  -0.277
C 0.185 1.172 4.366  -0.035
C 1.073 0.501 5.188  -0.036
C 2.159 -0.169 4.646  -0.037
C 2.322 -0.232 3.266  -0.107
C 1.371 0.364 2.463  -0.179
H -3.205 3.193 -4.730  0.096
H -3.166 2.123 -3.329  0.069
H -1.681 2.923 -3.877  0.072
H -2.895 5.628 -4.529  0.093
H -1.408 5.443 -3.587  0.093
H -2.747 6.411 -2.959  0.084
H -5.027 4.505 -3.791  0.103
H -4.922 5.245 -2.197  0.093
H -5.061 3.488 -2.348  -0.024
H -3.366 5.978 -0.828  0.130
H -2.686 5.781 1.513  0.124
H -1.511 2.205 -1.757  0.016
H -0.639 1.732 4.795  0.107
H 0.938 0.533 6.261  0.124
H 2.893 -0.638 5.288  0.123
H 3.195 -0.718 2.853  0.106
Br 5.063 -5.105 3.312  0.865
C 3.846 -3.989 2.437  -0.677
C 2.540 -3.881 2.894  -0.073
C 1.691 -3.009 2.242  -0.150
N 2.050 -2.295 1.168  -0.078
C 3.307 -2.426 0.731  -0.146
C 4.243 -3.243 1.336  -0.074
H 2.196 -4.453 3.744  0.120
H 0.687 -2.856 2.614  0.111
H 3.581 -1.839 -0.141  0.116
H 5.257 -3.289 0.966  0.119
O -2.954 1.085 0.206  0.055
N -3.439 2.076 0.687  0.014
C -4.460 2.795 0.388  -0.199
C -5.246 2.510 -0.781  -0.107
N -5.856 2.244 -1.716  0.244
C -4.798 3.899 1.239  -0.148
N -5.079 4.773 1.928  0.238
C -2.300 -1.838 -7.247  0.010
C -1.471 -0.835 -6.520  -0.244
C -0.633 0.065 -7.111  0.048
C 0.097 0.938 -6.287  -0.271
N 0.002 0.903 -4.959  0.120
C -0.832 0.046 -4.380  -0.752
S -1.099 -0.013 -2.696  0.646
N -1.545 -0.819 -5.167  0.114
C 1.012 1.961 -6.867  -0.002
H -2.266 -1.659 -8.318  0.096
H -3.339 -1.800 -6.916  0.101
H -1.924 -2.846 -7.055  0.103
H -0.542 0.104 -8.186  0.133
H -2.195 -1.435 -4.698  0.145
H 0.920 2.026 -7.948  0.088
H 2.045 1.714 -6.611  0.101
H 0.799 2.931 -6.417  0.096

Forces on atoms 1 to 3 (eV/Å):
Sn 0.500 -0.383 0.382
N 0.228 0.221 -0.128
C 0.231 -0.216 -0.277

HOMO energy (alpha / beta)	-13.29 / -13.29	eV
net charge	+2
HOMO-LUMO gap (alpha / beta)	5.6 / 6.6	eV
relative energy (zero: lowest compared OMol25 entry of this formula, charge and spin)	120.8	kcal per mole
LUMO (alpha / beta)	-7.72 / -6.68	eV

***

# 3
The following is a quantum chemistry calculation of C34H38CsN3O5Si2Te as an isolated structure in a non-equilibrium geometry, from OMol25.

Last column: Löwdin charge in e.
Atoms and positions in Å:
Cs 0.251 -2.325 0.024  0.837
C 4.717 -0.467 -0.339  -0.196
Si 3.871 0.049 1.281  0.578
C 3.246 -1.387 2.324  -0.208
C 5.069 1.134 2.304  -0.314
C 6.187 0.824 3.046  -0.090
C 6.719 1.843 3.870  -0.100
C 6.066 3.055 3.958  -0.123
C 4.937 3.369 3.211  -0.104
C 4.425 2.390 2.387  -0.292
Si 2.731 2.090 1.518  0.583
C 2.302 3.022 -0.037  -0.222
C 1.321 1.999 2.757  -0.195
H 5.771 -0.791 -0.133  0.038
H 4.785 0.370 -1.011  0.008
H 4.108 -1.283 -0.752  0.023
H 4.102 -1.868 2.821  0.029
H 2.729 -2.164 1.744  -0.019
H 2.560 -1.042 3.117  0.032
H 6.713 -0.118 2.982  0.096
H 7.611 1.656 4.489  0.099
H 6.425 3.807 4.643  0.088
H 4.517 4.378 3.252  0.102
H 1.442 3.740 0.123  0.040
H 2.007 2.293 -0.785  0.012
H 3.133 3.607 -0.420  0.014
H 0.332 1.825 2.280  0.042
H 1.243 2.980 3.248  0.025
H 1.506 1.225 3.496  0.017
O -1.123 -1.524 2.426  -0.349
C -1.604 -2.213 3.595  -0.224
C -2.932 -2.852 3.266  -0.341
C -3.470 -3.794 4.125  -0.110
C -4.615 -4.512 3.690  -0.188
C -5.157 -4.205 2.408  -0.172
C -4.642 -3.140 1.733  -0.226
N -3.565 -2.421 2.145  0.000
H -1.995 -1.509 1.889  0.023
H -1.622 -1.536 4.443  0.098
H -0.847 -3.005 3.829  0.114
H -3.042 -3.986 5.105  0.083
H -5.104 -5.245 4.289  0.036
H -6.036 -4.785 2.093  0.075
H -5.077 -2.714 0.799  0.090
C 1.212 -0.499 -4.443  -0.020
C 1.322 -1.913 -4.160  -0.368
N 1.390 -2.566 -2.980  0.105
C 1.631 -3.877 -3.277  -0.122
C 1.788 -3.987 -4.682  -0.110
N 1.537 -2.764 -5.188  0.144
C 2.121 -4.987 -5.694  -0.520
O 2.282 -6.211 -5.247  0.086
O 2.107 -4.670 -6.873  0.049
C 1.950 -4.902 -2.200  -0.609
O 2.490 -5.929 -2.684  -0.024
O 1.628 -4.604 -1.017  -0.205
H 1.400 0.074 -3.541  0.080
H 0.251 -0.215 -4.867  0.085
H 1.963 -0.276 -5.201  0.079
H 1.504 -2.489 -6.178  0.178
H 2.359 -6.247 -4.188  0.095
Te -2.822 0.939 -0.419  1.076
C -4.380 2.178 0.315  -0.566
C -5.717 1.717 0.351  -0.138
C -6.668 2.549 0.904  -0.131
C -6.371 3.798 1.419  -0.128
C -5.067 4.246 1.324  -0.120
C -4.054 3.431 0.804  -0.163
C -2.591 2.174 -2.181  -0.541
C -3.232 1.900 -3.394  -0.183
C -2.926 2.612 -4.551  -0.130
C -2.078 3.741 -4.495  -0.144
C -1.504 4.067 -3.287  -0.155
C -1.688 3.285 -2.143  -0.165
H -5.939 0.721 0.014  0.080
H -7.694 2.179 1.000  0.095
H -7.135 4.433 1.877  0.092
H -4.774 5.201 1.704  0.080
H -3.006 3.792 0.791  0.091
H -4.029 1.156 -3.477  0.086
H -3.360 2.354 -5.538  0.090
H -1.905 4.299 -5.403  0.075
H -0.878 4.950 -3.208  0.081
H -1.115 3.569 -1.224  0.083

Forces on atoms 1 to 3 (eV/Å):
Cs -0.181 0.091 -0.282
C 0.222 -0.708 1.017
Si 0.448 0.558 -0.041

HOMO energy (alpha / beta)	1.39 / 1.15	eV
net charge	-2
HOMO-LUMO gap (alpha / beta)	2.0 / 2.2	eV
LUMO (alpha / beta)	3.40 / 3.38	eV

***

# 4
The following is a quantum chemistry calculation of C34H38GeN5O7P2SY as an isolated structure, from OMol25.

Last column: Löwdin charge in e.
Atoms and positions in Å:
Y 0.434 -0.532 -0.206  1.369
N 2.386 -3.923 2.178  0.192
C 0.956 -3.400 2.246  -0.498
C 0.154 -4.203 3.253  -0.056
P 0.301 -3.365 0.544  0.291
O -0.119 -4.887 0.345  -0.088
O -0.846 -2.393 0.530  -0.368
O 1.415 -2.926 -0.371  -0.342
P 1.268 -1.645 2.795  0.315
O -0.170 -0.990 2.973  -0.122
O 2.097 -1.765 4.011  -0.264
O 1.846 -0.998 1.535  -0.444
H 2.416 -4.939 2.087  0.172
H 2.871 -3.619 3.034  0.150
H 2.841 -3.501 1.359  0.147
H 0.127 -5.260 2.986  0.087
H -0.872 -3.835 3.256  0.101
H 0.564 -4.083 4.257  0.093
H -0.641 -5.056 -0.449  0.105
H -0.340 -0.681 3.874  0.089
S -2.067 0.409 -0.291  0.595
C -2.657 -0.814 -1.416  -0.762
N -3.902 -1.214 -1.464  0.073
N -4.726 -0.752 -0.579  0.007
C -6.089 -1.133 -0.581  -0.225
C -6.901 -0.623 0.422  -0.033
C -8.243 -0.966 0.453  -0.082
C -8.770 -1.813 -0.511  -0.088
C -7.943 -2.316 -1.509  -0.076
C -6.600 -1.980 -1.552  -0.028
N -1.904 -1.444 -2.370  0.051
N -0.653 -1.341 -2.303  -0.062
C 0.043 -1.935 -3.404  -0.253
C -0.598 -2.503 -4.500  -0.020
C 0.147 -3.046 -5.532  -0.069
C 1.537 -3.026 -5.488  -0.076
C 2.180 -2.467 -4.393  -0.072
C 1.432 -1.930 -3.359  -0.064
H -4.376 -0.129 0.145  0.078
H -6.483 0.040 1.171  0.111
H -8.876 -0.567 1.234  0.106
H -9.818 -2.079 -0.485  0.104
H -8.346 -2.976 -2.266  0.106
H -5.947 -2.360 -2.324  0.104
H -1.679 -2.501 -4.530  0.108
H -0.360 -3.483 -6.382  0.109
H 2.113 -3.447 -6.301  0.107
H 3.260 -2.460 -4.341  0.108
H 1.946 -1.544 -2.485  0.078
C 6.597 2.083 1.949  -0.077
C 6.112 3.214 1.313  -0.075
C 4.772 3.293 0.961  -0.107
C 3.906 2.232 1.244  -0.319
C 4.405 1.095 1.889  -0.120
C 5.745 1.027 2.241  -0.076
Ge 2.030 2.364 0.797  1.099
C 0.836 2.224 2.312  -0.329
C -0.549 2.310 2.127  -0.166
C -1.413 2.133 3.198  -0.074
C -0.903 1.867 4.462  -0.086
C 0.470 1.771 4.654  -0.081
C 1.338 1.940 3.584  -0.102
C 1.674 3.803 -0.438  -0.335
C 2.510 3.945 -1.552  -0.152
C 2.256 4.917 -2.508  -0.082
C 1.156 5.753 -2.369  -0.077
C 0.321 5.624 -1.269  -0.070
C 0.576 4.655 -0.306  -0.095
H 7.642 2.026 2.225  0.108
H 6.777 4.041 1.099  0.108
H 4.395 4.188 0.482  0.095
H 3.745 0.269 2.118  0.069
H 6.127 0.151 2.749  0.106
H -0.960 2.519 1.147  0.053
H -2.482 2.203 3.044  0.112
H -1.576 1.746 5.301  0.111
H 0.867 1.567 5.640  0.115
H 2.407 1.852 3.740  0.103
H 3.376 3.301 -1.665  0.102
H 2.916 5.026 -3.359  0.109
H 0.953 6.511 -3.114  0.109
H -0.528 6.285 -1.157  0.110
H -0.073 4.577 0.557  0.094
C 0.027 1.802 -2.869  -0.064
O 0.897 1.033 -1.996  -0.294
H 0.134 1.438 -3.890  0.099
H 0.293 2.855 -2.794  0.072
H -0.985 1.638 -2.514  0.044
H 1.799 1.125 -2.331  0.095

Forces on atoms 1 to 3 (eV/Å):
Y -0.442 -0.448 -0.342
N -0.101 0.015 0.005
C 0.156 0.010 0.011

HOMO energy (alpha / beta)	-9.45 / -9.45	eV
net charge	+1
spin multiplicity	2
HOMO-LUMO gap (alpha / beta)	6.6 / 5.6	eV
relative energy (zero: lowest compared OMol25 entry of this formula, charge and spin)	17.2	kcal per mole
LUMO (alpha / beta)	-2.90 / -3.82	eV

***

# 5
The following is a quantum chemistry calculation of C34H38IrN3O2S3Si as an isolated structure, from OMol25.

Last column: Löwdin charge in e.
Atoms and positions in Å:
Ir -0.259 -0.046 -0.547  1.002
C -2.386 0.572 2.571  0.013
C -2.183 1.158 1.220  -0.239
N -2.197 0.282 0.160  -0.155
N -3.175 0.426 -0.710  0.005
C -2.935 -0.093 -1.911  -1.010
S -1.376 -0.513 -2.402  0.741
S -4.310 -0.261 -2.985  0.932
C -4.156 -2.038 -3.439  -0.404
C -4.173 -2.945 -2.244  -0.302
C -2.991 -3.465 -1.725  -0.064
C -3.012 -4.251 -0.579  -0.083
C -4.212 -4.524 0.058  -0.079
C -5.398 -4.024 -0.466  -0.071
C -5.376 -3.239 -1.607  -0.042
C -1.943 2.496 0.943  -0.114
C -2.424 3.539 1.805  -0.029
C -2.241 4.838 1.477  -0.058
C -1.489 5.166 0.309  -0.028
C -0.941 4.215 -0.491  0.016
C -1.137 2.828 -0.216  -0.298
O -0.472 1.981 -0.908  -0.194
H -1.918 -0.412 2.607  0.095
H -3.458 0.423 2.740  0.116
H -1.994 1.207 3.361  0.073
H -3.268 -2.177 -4.053  0.075
H -5.038 -2.182 -4.063  0.083
H -2.051 -3.277 -2.232  0.090
H -2.087 -4.664 -0.195  0.086
H -4.230 -5.136 0.950  0.104
H -6.342 -4.255 0.010  0.108
H -6.303 -2.845 -2.008  0.119
H -3.009 3.265 2.674  0.124
H -2.675 5.625 2.077  0.113
H -1.334 6.210 0.066  0.119
H -0.329 4.470 -1.346  0.130
C 3.663 -2.688 -3.628  -0.198
Si 3.472 -3.836 -2.176  0.512
C 3.175 -5.573 -2.788  -0.173
C 4.971 -3.757 -1.071  -0.168
C 1.979 -3.401 -1.076  -0.212
C 1.528 -4.344 -0.158  -0.051
C 0.477 -4.087 0.728  -0.052
C -0.155 -2.871 0.660  -0.115
N 0.239 -1.963 -0.241  -0.195
C 1.293 -2.182 -1.053  -0.676
S 1.592 -0.685 -1.912  0.660
H 4.408 -3.118 -4.303  0.041
H 4.010 -1.697 -3.334  0.017
H 2.735 -2.568 -4.191  0.033
H 3.992 -5.875 -3.448  0.040
H 2.247 -5.635 -3.360  0.041
H 3.125 -6.307 -1.981  0.030
H 5.862 -4.096 -1.606  0.039
H 4.856 -4.387 -0.186  0.034
H 5.154 -2.733 -0.737  0.037
H 2.009 -5.315 -0.117  0.109
H 0.158 -4.823 1.451  0.115
H -0.991 -2.601 1.290  0.119
C 3.066 6.690 1.747  -0.028
C 2.515 5.299 1.836  -0.227
C 1.692 4.922 2.894  0.005
C 1.156 3.652 2.979  -0.179
C 0.295 3.326 4.175  -0.029
C 1.453 2.714 1.951  -0.097
C 0.783 1.450 2.044  -0.157
O 0.816 0.451 1.301  -0.120
C 2.326 3.073 0.892  -0.167
C 2.714 2.116 -0.186  -0.046
C 2.832 4.358 0.860  0.009
H 2.745 7.305 2.585  0.081
H 2.739 7.168 0.822  0.092
H 4.157 6.670 1.731  0.094
H 1.473 5.641 3.674  0.122
H 0.285 4.171 4.860  0.087
H 0.673 2.461 4.722  0.096
H -0.741 3.123 3.892  0.060
H 0.140 1.357 2.925  0.105
H 3.013 1.148 0.212  0.081
H 3.527 2.525 -0.783  0.092
H 1.867 1.932 -0.845  0.034
H 3.497 4.638 0.051  0.129

Forces on atoms 1 to 3 (eV/Å):
Ir -0.181 -0.003 -0.384
C -0.181 0.105 -0.006
C -0.199 0.334 0.110

HOMO energy (alpha / beta)	-10.55 / -10.55	eV
net charge	+1
spin multiplicity	2
HOMO-LUMO gap (alpha / beta)	6.4 / 5.9	eV
relative energy (zero: lowest compared OMol25 entry of this formula, charge and spin)	19.4	kcal per mole
LUMO (alpha / beta)	-4.12 / -4.67	eV